(1)
C5H5O4 | the ωB97M-V functional and the def2-TZVPD basis

total charge	-1
SMILES	CCc1oc(=O)oc1[O-]
ΔE to the lowest compared entry with this formula, charge and spin	88.9	kJ/mol

CARTESIAN COORDINATES (ANGSTROEM)
C  1.25833  -0.23514  1.24462
C  1.30052  -1.12853  2.42535
C  2.00461  0.88575  3.04702
C  -0.71617  0.25238  -0.32304
C  0.63101  -0.46897  -0.08010
O  1.02464  -2.36593  2.53602
O  2.45436  1.78432  3.71537
O  1.82364  1.03378  1.70283
O  1.75788  -0.35006  3.45534
H  -1.60244  -0.46721  0.10285
H  -0.84265  0.36562  -1.43238
H  -0.80451  1.09456  0.22967
H  1.31548  0.04688  -0.85552
H  0.67101  -1.51473  -0.35465

---

(2)
C36H39BBrCaCl2F14IMgN6NaO15S | the ωB97M-V functional and the def2-TZVPD basis

total charge	+1

CARTESIAN COORDINATES (ANGSTROEM)
C  6.70408  0.44985  -1.52325
C  5.20587  1.06815  -1.10981
C  4.24759  0.82181  -2.41519
C  2.69152  0.38077  -2.04482
C  2.44633  -1.23906  -2.00224
I  4.19362  -2.44358  -1.48150
N  1.29904  -1.63295  -1.10418
C  0.30836  -0.50254  -1.18919
N  -0.82813  -0.43809  -1.95409
C  -1.21342  -1.63507  -2.84913
C  -1.79815  -2.91239  -1.99349
C  -1.68862  -4.29457  -2.87417
C  -0.12242  -4.84512  -3.04984
N  0.28634  -5.82457  -1.97181
C  1.46338  -5.30927  -1.14658
C  0.75884  -7.15051  -2.52668
C  0.45233  -8.49210  -1.60044
O  1.43452  -7.34633  -3.66193
C  -1.77276  0.74744  -2.02908
C  -1.68149  1.94720  -3.19224
C  -2.83372  3.09452  -3.10297
N  -3.94992  3.30059  -2.13744
C  -4.09071  2.26734  -1.07238
C  -3.05953  1.00922  -1.01581
N  0.66212  0.75053  -0.36000
S  0.59697  0.42492  1.35347
O  1.46267  -0.76400  1.83385
O  1.17940  1.71033  2.06084
C  -1.12164  0.17849  2.05545
F  -1.66939  -1.06047  1.40208
F  -2.01873  1.35236  1.95756
C  -1.05275  -0.20035  3.68318
F  -0.62834  -1.60068  3.91015
F  -2.48961  -0.12437  4.14434
F  -0.32119  0.80938  4.48543
C  2.10567  1.18138  -0.69896
C  2.04816  2.80504  -0.88622
F  0.67705  3.27725  -0.46170
F  2.17342  3.26000  -2.31893
C  3.14258  3.66672  -0.03611
F  3.82947  2.94588  1.05566
F  2.37370  4.78485  0.62927
F  4.08605  4.37763  -0.97838
H  6.56873  -0.55846  -2.12877
H  7.37619  0.27855  -0.56568
H  7.15461  1.22680  -2.28240
H  4.87361  0.42273  -0.16436
H  5.40062  2.18779  -0.83303
H  4.20536  1.85378  -3.00192
H  4.74245  0.05357  -3.18083
H  2.03636  0.78685  -2.95690
H  2.13685  -1.55600  -3.11092
H  0.90118  -2.56902  -1.31584
H  -0.23780  -1.97289  -3.42920
H  -1.98014  -1.28221  -3.68711
H  -2.92490  -2.70648  -1.74984
H  -1.23256  -3.08249  -0.96440
H  -2.37694  -5.15291  -2.46038
H  -2.07082  -4.07383  -3.97914
H  0.61609  -3.93331  -2.99506
H  -0.06544  -5.26569  -4.14654
H  2.27442  -4.87540  -1.87140
H  1.15854  -4.57950  -0.28348
H  1.95562  -6.27796  -0.65330
H  0.27928  -8.12375  -0.48923
H  1.47946  -9.09305  -1.57365
H  -0.43521  -9.14121  -2.00926
H  -0.85187  1.93182  -4.03417
H  -2.76750  3.91658  -3.96948
H  -4.98228  2.37844  -0.28567
H  -3.25241  0.20101  -0.16369
H  2.75663  0.79604  0.19326
Br  -0.00411  -2.48946  0.47221
Mg  -3.73849  -0.95962  1.09004
B  1.71146  0.34540  7.00681
F  1.91529  -0.68927  6.00593
F  2.16637  1.62292  6.48267
F  0.29737  0.43153  7.33364
F  2.46660  0.01641  8.20475
C  0.93085  5.79569  4.23020
C  0.28636  4.63164  4.33187
C  -1.18418  4.57895  4.56070
O  -1.75164  3.49448  4.63087
C  -1.90604  5.85334  4.70014
C  -1.26080  7.01724  4.60190
C  0.20471  7.06977  4.34563
O  0.76680  8.15488  4.24198
O  -1.93257  8.21861  4.73465
O  0.96258  3.43003  4.22707
H  1.99909  5.84860  4.06171
H  -2.97147  5.80052  4.88398
H  -1.24818  8.91395  4.62240
H  0.27721  2.73487  4.33330
N  4.49957  7.72291  -0.25911
O  3.83442  8.05891  0.73470
O  5.58834  7.14360  -0.11081
O  4.07600  7.96620  -1.40113
Na  2.16247  6.51897  0.19761
C  -8.99216  -1.63325  0.89035
C  -7.79629  -1.54566  0.28303
C  -7.78694  -2.13614  -1.12375
O  -6.81782  -2.09891  -1.88854
C  -9.01969  -2.80824  -1.61254
C  -10.21240  -2.90742  -0.99948
C  -10.25193  -2.22238  0.36394
O  -11.26312  -2.12705  1.06643
O  -11.26465  -3.48153  -1.41762
O  -6.72257  -1.04126  0.73453
H  -9.10022  -1.23041  1.89124
H  -8.89814  -3.25770  -2.59136
O  2.17257  -5.94360  -6.18726
H  2.38793  -6.40155  -7.01358
H  1.87784  -6.65297  -5.59657
Ca  -9.83942  -4.21483  -3.76427
C  7.47793  0.40218  2.74079
Cl  5.80236  0.58864  2.20907
Cl  8.51424  -0.11947  1.40704
H  7.84010  1.36138  3.11861
H  7.51760  -0.34633  3.53588

---

Q: Which electronic energy values were calculated for the entries above? A: -494.51782; -9504.21792, in Ha.
Q: Which frontier orbital gap values were calculated for the entries above? A: 6.47; 2.65, in eV.